No. 1
Computed, not measured: a 2-piece molecular cluster, C5H10O2 overall, with wB97M-V/def2-TZVPD.

Last column: Löwdin charge in e.
Cartesian coordinates (Å):
1 H 0.792 1.271 -0.113  0.10
2 H 0.160 3.311 1.213  0.07
3 H -0.274 1.847 2.110  0.07
4 H -0.468 2.178 -0.944  0.12
5 C 0.949 -1.860 -0.407  -0.14
6 H -1.531 2.763 1.255  0.08
7 H -0.914 -0.102 0.637  0.07
8 H -0.848 -2.949 -0.226  0.07
9 C -0.489 2.429 1.205  -0.09
10 C 0.554 -1.173 -1.663  -0.31
11 H 0.410 -3.252 1.102  0.06
12 H -0.447 -1.445 -2.052  0.13
13 H 1.939 -1.624 -0.020  0.11
14 O -1.133 0.475 -0.107  -0.10
15 C 0.134 -2.729 0.190  0.03
16 O 1.273 -0.386 -2.237  0.04
17 C -0.259 1.592 -0.045  -0.33

Forces on atoms 1 to 6 (eV/Å):
H -0.2 0.0 0.0
H -0.1 -0.1 0.0
H 0.0 0.1 -0.1
H 0.0 -0.1 0.1
C -0.1 -0.1 0.1
H 0.2 0.0 0.0

Computed properties:
- SMILES = C=CC=O.CCO
- multiplicity = 1

No. 2
Computed, not measured: C5H10O2 as an isolated structure at a distorted geometry, with wB97M-V/def2-TZVPD.

Last column: Löwdin charge in e.
Cartesian coordinates (Å):
1 H 1.993 1.443 -1.879  0.08
2 C -0.925 -1.316 0.676  -0.09
3 H 0.769 2.051 -0.735  0.09
4 O 1.816 -0.387 0.038  -0.04
5 H 0.270 1.460 -2.337  0.08
6 H -0.080 -1.986 0.862  0.12
7 O -0.232 0.661 1.078  -0.12
8 H -1.336 0.240 -0.807  0.16
9 C -1.113 -0.252 1.745  -0.19
10 C 0.827 -0.098 -0.922  -0.40
11 H 1.459 0.065 0.830  0.09
12 H -2.109 0.193 1.669  0.12
13 C -0.497 -0.136 -0.188  -0.24
14 H -1.834 -1.860 0.422  0.11
15 H -0.884 -0.530 2.777  0.12
16 H 0.901 -0.851 -1.718  0.15
17 C 0.976 1.303 -1.511  -0.04

Forces on atoms 1 to 6 (eV/Å):
H -0.1 0.0 0.0
C -0.1 -0.2 0.1
H 0.1 -0.1 -0.2
O 0.3 0.1 0.0
H 0.1 0.0 0.1
H -0.2 0.1 0.1

Computed properties:
- multiplicity = 1

No. 3
Computed, not measured: a 2-piece molecular cluster, C5H10O2 overall at a distorted geometry, with wB97M-V/def2-TZVPD.

Last column: Löwdin charge in e.
Cartesian coordinates (Å):
1 C 1.444 -0.403 -0.121  -0.26
2 H -0.399 -0.187 -3.270  0.04
3 H -0.015 1.769 0.248  0.13
4 H 1.399 0.247 -1.009  0.11
5 C -1.885 0.853 0.797  -0.13
6 H -2.700 1.541 0.959  0.11
7 H -1.282 -1.930 -0.520  0.11
8 O 2.406 0.065 0.807  -0.06
9 H 0.189 -1.014 1.486  0.15
10 H -0.475 -0.451 -2.573  0.01
11 C -0.408 1.014 0.956  -0.11
12 H 1.681 -1.423 -0.463  0.12
13 H -0.113 1.323 1.960  0.12
14 C 0.093 -0.401 0.570  -0.29
15 H 3.258 0.103 0.357  0.09
16 C -1.057 -0.905 -0.265  -0.14
17 O -2.136 -0.199 0.081  -0.02

Forces on atoms 1 to 6 (eV/Å):
C -0.3 -0.1 -0.3
H 0.0 0.0 0.0
H 0.0 -0.2 0.1
H 0.0 -0.1 0.1
C 0.4 1.0 0.9
H 0.1 0.0 0.0

Computed properties:
- multiplicity = 1

No. 4
Computed, not measured: a 3-piece molecular cluster, C5H10O2 overall at a distorted geometry, with wB97M-V/def2-TZVPD.

Last column: Löwdin charge in e.
Cartesian coordinates (Å):
1 H 0.904 -1.655 0.152  0.13
2 O -1.110 0.501 -1.909  -0.07
3 H 0.362 0.550 -1.492  0.06
4 C 0.006 -1.137 0.430  -0.06
5 H 3.139 0.656 -0.963  0.08
6 H -0.718 -1.497 2.448  0.09
7 O 1.106 0.215 -0.868  -0.21
8 H 2.459 0.611 0.652  0.08
9 C -1.637 0.651 -0.798  -0.20
10 H -1.987 -1.924 -0.092  0.12
11 H 2.118 2.007 -0.377  0.08
12 H -2.725 0.565 -0.683  0.10
13 C -1.315 -1.165 0.282  -0.14
14 H -1.130 1.229 -0.005  0.10
15 H -0.932 0.253 1.979  0.09
16 C -0.775 -0.773 1.631  -0.11
17 C 2.232 0.914 -0.388  -0.14

Forces on atoms 1 to 6 (eV/Å):
H -0.1 0.0 0.2
O -0.3 0.2 0.2
H 0.9 0.3 0.4
C -0.3 -0.5 0.2
H -0.4 0.2 0.0
H -0.1 0.2 0.1

Computed properties:
- SMILES = C1=CC1.C=O.CO
- multiplicity = 1

Record order is preserved below.
Energy relative to the best compared isomer or geometry (same formula, charge and spin): 2.254, 2.302, 5.263, 6.300 eV